Version P
C2H6O2S2 | wB97M-V/def2-TZVPD

Structure (XYZ):
```
12
Properties=species:S:1:pos:R:3:lowdin_charge:R:1
O -2.896 3.622 0.496 0.07
C -2.648 2.811 -0.367 -0.37
O -2.681 1.499 -0.067 0.02
H -2.839 2.965 -1.436 0.14
H -2.020 1.282 0.652 0.12
C 2.720 -2.197 0.070 -0.45
S 0.985 -2.389 0.671 0.29
S -0.100 -1.158 -0.321 0.27
H 3.346 -3.075 0.118 0.02
H 3.168 -1.482 0.796 0.03
H 2.787 -1.851 -0.993 0.04
H 0.177 -0.028 0.381 -0.18
```

Computed properties:
Spin multiplicity: 1
SMILES string: O=CO.CSS
E_LUMO: 0.44 eV
Kohn-Sham gap: 9.67 eV

***

Version Q
C2H6O2S2 | wB97M-V/def2-TZVPD

Structure (XYZ):
```
12
Properties=species:S:1:pos:R:3:lowdin_charge:R:1
O 3.212 0.959 2.545 0.12
C 2.216 0.830 3.150 -0.39
O 0.997 1.026 2.597 0.06
H 2.069 0.517 4.192 0.14
H 0.996 0.458 1.875 0.02
C -2.266 -1.236 -2.884 -0.47
S -1.020 -0.018 -2.191 0.30
S -0.673 -0.602 -0.303 0.26
H -2.113 -1.170 -4.047 0.06
H -3.298 -0.907 -2.527 0.04
H -2.171 -2.340 -2.624 0.05
H -1.773 -0.078 0.304 -0.17
```

Computed properties:
Spin multiplicity: 1
SMILES string: O=CO.CSS
E_LUMO: 0.50 eV
Kohn-Sham gap: 9.82 eV

***

Energetically preferred structure: version Q | next structure: +3.7 kcal/mol